# C58H60N12

A 12-piece molecular cluster, C58H60N12 overall (ωB97M-V with the def2-TZVPD basis set, the Open Molecules 2025 dataset).

2S+1 = 1
LUMO = 0.5 eV
Kohn-Sham gap = 8.54 eV
SMILES = c1cc[nH]c1.c1cc[nH]c1.c1ccncc1.c1ccncc1.c1ccncc1.c1ccncc1.c1ccncc1.c1ccncc1.c1ccncc1.c1ccncc1.c1ccncc1.c1ccncc1

XYZ file:
```
130
Properties=species:S:1:pos:R:3:forces:R:3:mulliken_charge:R:1
C 0.7055 -3.6139 -3.5978 -0.1637 0.2968 0.2012 0.2724
H -4.3224 -0.0827 4.8803 -0.0814 0.2343 -0.3041 0.3899
H 5.8600 -4.7175 -0.1352 -0.0778 -0.1049 -0.0731 0.4424
H 5.9123 5.9339 -2.5841 -0.0433 -0.2046 -0.1135 0.3483
H -2.0681 4.0388 -4.7918 -0.3268 -0.5281 -0.0280 0.4408
H 0.2478 -7.3140 -4.2970 -0.2001 -0.0927 0.0557 0.3804
H -2.0186 -0.9254 -7.3309 -0.2018 -0.0645 0.0029 0.3872
C 4.0271 -0.6173 -3.3858 0.0900 0.1184 0.1731 -0.5347
C -3.8375 -2.1685 2.3846 -1.1758 -0.3621 0.7525 0.1747
N 1.9342 3.1337 6.4184 0.0929 0.0717 0.0094 0.0488
C 3.7443 0.6304 -2.8919 0.2639 0.7852 0.2917 -0.7635
C -4.2614 -3.4209 4.3779 -0.5583 -0.1097 -0.2964 -0.6355
C 4.8099 3.8378 -0.1832 -1.6005 -0.2345 -0.0049 -0.0633
H -3.5975 -2.1624 1.3323 -0.1916 0.1088 -0.0788 0.3750
H -3.2199 6.0801 3.9892 0.0313 -0.0091 0.0106 0.3989
C -2.1942 -0.6364 -6.3011 -0.1135 -0.1256 -0.7417 -0.6641
C 0.1895 -0.2165 4.7511 0.2821 -0.3304 -0.1095 -0.2257
H 4.8513 -1.2350 -3.0681 -0.0943 -0.0226 -0.0154 0.8075
C -3.4796 -0.3212 -5.8707 -0.0222 -0.5069 0.5314 -0.5113
C -0.7604 0.2433 1.2697 -0.3211 -0.7106 -0.0693 0.6256
H 4.5024 3.8592 -2.3422 0.0282 -0.2793 0.0832 0.3523
C 1.8683 4.2163 7.2432 -0.1316 0.1369 0.0949 -0.5135
H 5.1661 4.2623 1.9173 -0.3956 -0.1695 -0.0439 0.4426
C 1.3859 5.2789 6.5112 -0.6032 -0.1795 0.3858 -0.6390
H 3.1037 -1.6592 -1.2506 -0.0116 0.1551 0.2373 -0.1343
C 0.9399 -5.8642 -2.8444 -0.8505 -1.0469 -1.3900 -0.5780
H -1.4445 0.3125 2.1058 0.3687 0.3634 0.2394 0.1209
C -4.2409 -1.0150 4.3367 -0.3650 -0.7787 -1.1644 -0.4241
N 5.9970 5.6886 0.7446 -0.3810 0.3791 0.1038 -0.5519
N -3.7814 0.0193 -4.6122 0.4191 0.2064 0.2132 -0.6422
C 3.4365 -2.3891 -0.5252 -0.2536 0.0453 0.0465 0.6909
C 4.1847 -4.3828 1.1698 -0.7652 0.4710 0.0066 -0.6150
H 4.1361 3.0067 0.0018 0.2662 -0.1648 0.0581 0.3438
C -1.4856 3.6742 -3.9580 0.7385 0.4219 0.5343 -0.6033
N -0.4889 -0.8177 -0.8502 -0.1012 -0.0112 -0.3509 0.5888
H -0.1031 -0.7326 -5.7635 -0.0737 -0.1885 -0.0058 0.5180
H 5.1114 -2.8797 -1.7059 0.2295 -0.1721 0.1346 0.2234
H 1.4800 -4.2153 -1.6564 0.0955 0.3083 -0.1512 0.5138
H 1.8289 -2.1447 0.9217 -0.0403 0.1271 -0.1323 0.6957
H -4.3905 -4.3455 4.9249 -0.0244 -0.0228 -0.0221 0.4096
C 4.5825 -3.1119 -0.7893 -0.1783 -0.0894 -0.5760 -0.5274
H -2.9827 3.9540 -2.4729 0.0013 -0.0768 0.2462 0.3875
C 1.1079 4.7945 5.2193 0.4295 -0.8701 -0.9137 -0.4722
H -1.1175 -3.3544 4.6286 -0.2486 0.0987 -0.3219 0.5017
C -0.4578 -2.5159 4.4530 1.1342 -0.2698 -0.0747 -0.3760
C 5.2531 4.5849 0.8876 1.6182 0.1545 0.1310 -0.4336
N 1.4035 -0.3815 4.2105 -0.3254 -0.7284 0.8471 -0.4021
N 2.6965 1.1739 -3.5796 0.3422 -1.0997 -0.3431 0.3123
H 2.2873 2.1025 -3.4672 -0.1824 -0.2319 0.1351 0.3527
C -3.4224 -3.0293 -1.4572 -0.6882 -0.9439 0.1963 -0.4223
C -3.2913 4.3888 2.6755 -0.0694 -0.7723 -0.7134 -0.5010
C 6.1966 6.1256 -0.4900 -0.3820 -0.2690 -0.8722 -0.1363
H -0.0164 0.7801 5.1265 -0.2908 0.0703 -0.1590 0.4465
C 1.2460 0.5648 0.0339 0.2341 0.2273 -0.1732 -1.0894
H -4.3404 -0.4568 -6.5124 0.0899 0.1654 -0.2663 0.3901
H 0.2695 3.2475 -5.1486 0.0072 0.1361 -0.0817 0.4389
N -4.4717 -3.3654 -0.6858 0.5124 0.0854 -0.2070 -0.1886
C -3.0523 5.0161 3.8798 0.0812 0.3820 0.0055 -0.3420
C 0.1153 -4.0944 -4.7416 -0.1448 -1.0365 -0.6297 -0.5692
H -1.5001 3.4272 -0.6081 0.5545 0.1174 0.2632 0.5294
C -0.7475 -1.2504 4.8925 -0.3457 1.0986 -0.0096 -0.3759
H -6.4532 -4.5821 -3.1149 -0.0878 -0.0600 0.2337 0.3742
C 1.7078 -1.6522 3.8868 -0.1375 0.4478 -1.4080 -0.6117
C -1.9401 3.7149 -2.6371 0.0277 0.3672 -0.9510 -0.2406
H -6.3456 -4.2160 -0.6492 0.0023 -0.0046 0.0536 0.3743
C -1.2165 -0.5498 0.2324 0.5086 0.0133 -0.0955 -0.5879
N 3.0918 -3.6603 1.4625 0.1707 -0.0052 -0.0429 -0.2848
C -4.4822 -3.8418 -3.4514 -0.7213 -0.1182 0.9071 -0.5886
H 1.5397 2.7410 4.3723 -0.1414 0.0435 -0.0479 0.6421
N 0.7220 3.2202 -3.1456 0.0890 -0.3764 -0.4296 -0.4117
C -2.6909 2.3656 3.7328 0.9733 -0.4051 0.1512 -0.1109
H 2.1144 4.0976 8.2853 0.0433 0.2121 -0.0115 0.3956
C -5.5094 -3.9491 -1.2850 -0.0198 0.3459 0.2775 -0.3960
H 1.1117 -3.6736 3.5083 0.1617 0.0231 0.0370 0.4417
H -2.8623 0.3806 -2.7324 -0.6411 0.2300 -0.0600 0.5829
H -2.4433 1.3090 3.7197 -0.3709 -0.0991 -0.0903 0.4590
H 2.6635 -1.8085 3.3992 0.1561 0.0354 0.2553 0.5708
H 0.8354 1.3590 2.0442 0.5002 0.0396 -0.1977 0.7365
C 5.7434 5.4583 -1.6271 -0.6183 -0.0633 0.2258 -0.5975
C 4.9540 -4.1530 0.0394 0.3518 0.1272 0.4359 -0.5545
H 6.6391 7.0969 -0.6872 0.4193 -0.0635 0.6120 0.3331
H -4.5859 -4.0131 -4.5126 0.4434 0.0678 -0.0944 0.4421
H -0.1993 -3.4716 -5.5694 0.0221 0.3616 0.1755 0.4275
C 0.5198 0.7663 1.1952 -0.7742 0.4098 0.3455 -1.0237
C 0.3239 -6.2633 -4.0495 0.5654 0.6814 0.0375 -0.3612
C -5.5729 -4.1662 -2.6415 0.1612 -0.1408 -0.9270 -0.4432
H 4.3926 -5.1639 1.8881 0.2636 -0.1214 -0.0909 0.4017
N -0.0898 -5.4073 -4.9829 0.1533 0.1254 0.4879 -0.6184
H 1.2767 -6.6754 -2.2140 0.0445 0.3581 0.4534 0.4232
H 1.2477 -0.4724 -1.8783 0.1648 0.1951 -0.0471 -0.5777
C 0.7120 -0.2366 -0.9659 -0.6267 -0.3010 0.4070 0.9123
C 0.2775 3.2707 -1.8963 -0.4185 -0.4798 0.1330 -0.4886
H 1.4139 0.4245 -5.0970 0.2634 0.0511 -0.0694 0.5127
H 1.0730 6.2465 6.8671 0.3432 0.0424 0.1845 0.3866
H -2.5650 -2.6189 -0.9423 0.0737 0.1593 -0.1451 0.4855
H 0.8734 -2.5507 -3.4804 -0.0752 0.0002 0.1142 0.3769
H 2.1939 1.0620 -0.1308 0.1498 -0.2080 0.1270 0.2354
C -1.4184 -0.0995 -4.1619 0.0152 0.2368 0.3532 1.4463
C -1.0564 3.4967 -1.5926 -0.7278 -0.3278 -0.2017 -0.4376
H -4.0137 -4.2856 2.3880 0.0556 -0.1550 0.2172 0.4597
H -2.4777 4.7863 5.9106 0.3671 -0.2464 0.1323 0.3701
H -2.1918 -1.0097 0.3270 -0.0370 0.0189 -0.2359 -0.0445
C 4.9614 4.3089 -1.4727 1.0464 0.8852 -0.1937 -0.0263
C -4.3814 -2.2014 5.0188 0.0453 0.2115 1.0985 -0.2505
N -4.0415 -1.0080 3.0014 1.1508 0.6615 0.4437 -0.2926
H 4.2140 1.2212 -2.1183 0.1734 -0.1923 -0.0347 0.3237
C -3.0716 3.0162 2.5741 -0.1254 0.2461 0.6203 -0.4681
H 0.7124 5.3200 4.3649 -0.0058 0.1856 0.1123 0.4540
C -2.7433 0.1470 -3.7838 0.7920 -0.5111 -0.4633 -0.7703
C 3.0739 -0.8830 -4.3998 0.1436 0.1423 -0.1549 -0.7498
H 0.9834 2.9762 -1.1312 0.0902 0.4131 0.1293 0.6281
C 2.7255 -2.6781 0.6302 0.2722 -0.5892 0.1974 -0.3816
H -3.2156 2.4418 1.6698 -0.0901 0.1161 -0.0741 0.5707
H -3.6609 4.8799 1.7831 0.0593 0.4318 0.2192 0.4002
C -0.1429 3.3639 -4.1544 -0.1214 0.4329 0.3667 -0.3370
C 0.8150 -2.7091 3.8967 -0.4901 -0.1555 0.6514 -0.4655
H -2.5007 -3.0113 -3.3853 0.0477 -0.0760 0.0401 0.5829
H -0.6724 0.1260 -3.4081 0.1884 -0.3357 -0.1320 -0.3594
C 2.2925 0.2341 -4.4969 -0.8516 0.6190 -0.0687 -0.6344
C -4.0686 -3.4052 3.0147 0.9367 0.4152 -0.6189 -0.4689
H 2.9994 -1.7514 -5.0326 -0.0118 -0.0863 0.0828 0.5370
H -1.7327 -0.9968 5.2610 0.0861 -0.0948 0.2959 0.5294
C -2.5912 4.2741 4.9634 -0.8536 0.0455 -0.4117 -0.4122
C 1.4966 3.4662 5.1676 -0.1263 0.3845 0.2918 -0.5531
N -2.4372 2.9555 4.9021 0.0252 0.2154 0.1849 -0.4151
C 1.0689 -4.5219 -2.6118 0.4855 0.1138 0.6997 -0.2743
C -1.1187 -0.5527 -5.4391 -0.5063 0.7828 0.5796 -0.3494
H 2.2233 2.2237 6.7246 0.0821 -0.1024 -0.1755 0.2390
H -4.6102 -2.1445 6.0779 0.1735 -0.1567 0.0090 0.4001
C -3.3766 -3.3054 -2.8186 0.4054 0.6224 -0.4603 -0.2828
```
Positions in Å, forces in eV/Å.